[1]
{"formula": "H14NO5", "method": "ωB97M-V/def2-TZVPD", "species": ["N", "H", "H", "H", "H", "O", "H", "H", "O", "H", "H", "O", "H", "H", "O", "H", "H", "O", "H", "H"], "positions_angstrom": [[-1.3696, 18.0116, -15.1838], [-0.9636, 18.2396, -14.2875], [-1.5572, 18.8812, -15.6620], [-2.2606, 17.5616, -15.0300], [-0.6945, 17.5308, -15.7611], [-0.3384, 18.9242, -12.8718], [0.1918, 18.2921, -12.3864], [0.0393, 19.7752, -12.6495], [-2.0665, 19.9403, -16.9316], [-1.8200, 20.5707, -17.6083], [-2.9753, 20.1560, -16.7223], [1.3304, 16.9683, -16.4083], [1.8427, 17.0285, -17.2147], [1.8658, 16.4322, -15.8233], [-4.2380, 17.7844, -14.4977], [-4.9139, 17.1456, -14.2711], [-4.6886, 18.4260, -15.0468], [-1.4595, 15.8317, -16.7382], [-0.6334, 15.7473, -17.2144], [-2.0331, 15.1759, -17.1346]], "forces_ev_per_a": [[0.193, 0.032, -0.298], [0.577, 0.501, 1.191], [-0.125, 0.888, -0.456], [-0.675, -0.584, 0.014], [-0.111, -0.221, 0.233], [-0.035, -0.304, -0.197], [0.152, -0.240, 0.433], [0.034, 0.496, 0.059], [-0.017, -0.324, 0.075], [0.303, 0.352, -0.331], [-0.491, 0.248, 0.014], [-1.150, -0.101, 0.064], [0.528, 0.247, -0.836], [0.560, -0.423, 0.710], [0.744, -0.028, -0.309], [-0.251, -0.266, 0.238], [-0.333, 0.235, -0.040], [-0.070, 0.538, 0.570], [1.270, 0.091, -0.780], [-1.104, -1.136, -0.353]], "mulliken_spin": [-0.002, -0.004, 0.006, 0.000, 0.002, 0.020, 0.000, -0.001, 0.074, -0.002, -0.003, 0.323, -0.009, -0.009, 0.000, 0.000, 0.000, 0.639, -0.021, -0.014], "multiplicity": 2, "s_squared": 0.756, "homo_energy_ev": [-18.55, -18.55], "total_charge": 2, "orbital_gap_ev": [11.3, 2.7]}


[2]
{"formula": "H14NaO7", "method": "ωB97M-V/def2-TZVPD", "species": ["Na", "O", "H", "H", "O", "H", "H", "O", "H", "H", "O", "H", "H", "O", "H", "H", "O", "H", "H", "O", "H", "H"], "positions_angstrom": [[-0.5736, -0.0130, 0.3541], [-1.1939, 0.7354, -1.9426], [-1.0040, 1.6032, -2.3192], [-0.6899, 0.1191, -2.4888], [0.5302, -2.3592, 0.0454], [1.3856, -2.7819, -0.1159], [-0.0323, -3.0667, 0.3903], [-1.0546, 0.8729, 2.5539], [-1.0462, 0.4018, 3.3960], [-1.4481, 1.7328, 2.7503], [2.1013, -0.2236, -1.6161], [1.4480, -0.9320, -1.6895], [2.5060, -0.1598, -2.4922], [-2.6579, -1.1827, 0.0122], [-2.3469, -1.5737, -0.8161], [-3.2516, -1.8397, 0.3984], [-0.0343, 2.8304, 0.3214], [0.9110, 2.8294, 0.5300], [-0.1098, 3.3176, -0.5071], [2.1068, 0.2507, 1.2244], [2.3863, 0.0317, 0.3187], [2.0680, -0.5926, 1.6923]], "forces_ev_per_a": [[0.065, 0.622, 0.354], [0.280, -0.377, 0.097], [-0.071, -0.083, 0.085], [-0.125, 0.233, -0.175], [-0.048, -0.040, -0.049], [-0.127, 0.078, 0.089], [0.092, 0.105, -0.080], [-0.078, -0.165, 0.092], [-0.009, 0.102, -0.098], [0.123, -0.074, -0.152], [-0.287, -0.193, -0.233], [0.206, 0.002, -0.032], [0.063, 0.028, 0.219], [0.441, -0.272, -0.089], [-0.424, 0.036, 0.031], [0.055, 0.169, -0.029], [0.128, -0.296, -0.144], [-0.183, -0.001, 0.041], [0.049, 0.090, 0.187], [-0.417, -0.231, -0.338], [0.093, 0.100, 0.220], [0.173, 0.166, 0.006]], "mulliken_charge": [0.807, -0.570, 0.280, 0.310, -0.539, 0.296, 0.282, -0.523, 0.269, 0.279, -0.598, 0.296, 0.306, -0.593, 0.328, 0.299, -0.589, 0.324, 0.290, -0.583, 0.330, 0.298], "homo_energy_ev": -14.67, "total_charge": 1, "orbital_gap_ev": 11.3}


[3]
{"formula": "H14NaO7", "method": "ωB97M-V/def2-TZVPD", "species": ["Na", "O", "H", "H", "O", "H", "H", "O", "H", "H", "O", "H", "H", "O", "H", "H", "O", "H", "H", "O", "H", "H"], "positions_angstrom": [[-0.1016, -0.1035, -0.1176], [2.5253, -0.5937, -0.8245], [2.7157, -1.1090, -0.0406], [3.2837, -0.0182, -0.9235], [-2.5049, 0.8947, 0.6121], [-2.4612, 1.8065, 0.9001], [-2.7186, 0.9471, -0.3194], [1.0157, 1.0125, 1.8942], [1.2076, 1.5181, 2.6840], [1.7017, 1.2640, 1.2758], [1.5523, -1.9244, 1.4117], [0.9902, -2.0745, 2.1718], [2.4045, -1.6983, 1.7843], [-1.5217, -0.2740, -2.0638], [-0.9094, 0.1344, -2.6758], [-2.3796, -0.1647, -2.4738], [-0.2472, 2.4662, -1.1816], [-0.1372, 2.5744, -2.1263], [-0.1631, 3.3514, -0.8272], [-1.1577, -2.3816, 0.2341], [-1.8556, -2.4426, 0.8864], [-1.2390, -3.1848, -0.2802]], "forces_ev_per_a": [[-0.188, -0.223, 0.310], [-0.389, 0.449, -0.033], [-0.158, -0.372, 0.011], [0.258, 0.172, -0.275], [0.357, -0.381, 0.145], [-0.031, 0.255, 0.174], [-0.067, 0.023, -0.291], [-0.228, -0.166, -0.296], [-0.100, 0.147, 0.292], [0.366, 0.129, -0.151], [0.048, -0.011, -0.391], [-0.226, -0.109, 0.171], [0.198, -0.022, 0.474], [0.253, 0.063, 0.271], [0.119, 0.050, -0.409], [-0.301, -0.132, -0.134], [0.009, -0.493, 0.162], [0.046, 0.126, -0.294], [0.045, 0.272, 0.179], [0.156, 0.367, 0.118], [-0.276, 0.048, 0.198], [0.108, -0.193, -0.232]], "mulliken_charge": [0.740, -0.585, 0.320, 0.322, -0.595, 0.301, 0.313, -0.574, 0.277, 0.320, -0.583, 0.288, 0.296, -0.581, 0.299, 0.303, -0.484, 0.284, 0.275, -0.510, 0.308, 0.263], "homo_energy_ev": -14.85, "total_charge": 1, "orbital_gap_ev": 11.7}


Energy above the lowest of the compared OMol25 structures with the same formula, charge and spin for the records above, in order: 13.40, 11.11, 15.13 kcal/mol
Maximum force for the records above, in order: 1.62, 0.72, 0.60 eV Å⁻¹